Record 1
DFT (the ωB97M-V functional and the def2-TZVPD basis) results for a cluster of 2 separate species, CHBrCl2O2S in total.

Bonds (Å) are listed after each position.
Atoms and positions in Å:
1 C 0.06 0.52 0.71  O2 1.166, Cl5 1.699, H8 1.198
2 O 0.45 -0.51 0.30  C1 1.166
3 O -5.58 -0.53 -1.79  S4 1.414
4 S -4.86 -0.04 -0.68  O3 1.414, Cl6 2.044, Br7 2.187
5 Cl -1.16 1.31 -0.16  C1 1.699
6 Cl -4.32 -1.62 0.50  S4 2.044
7 Br -6.23 0.94 0.71  S4 2.187
8 H 0.44 0.89 1.78  C1 1.198

The value obtained for the energy above the lowest of the compared OMol25 structures with the same formula, charge and spin is 7.85 kJ/mol. As for the multiplicity: 1.

How is the electron density shared among the atoms? According to Mulliken, the charges in e are:
1. C 0.1332
2. O -0.3052
3. O -0.3800
4. S 0.5363
5. Cl -0.1073
6. Cl -0.1140
7. Br -0.0461
8. H 0.2831


Record 2
DFT (the ωB97M-V functional and the def2-TZVPD basis) results for a cluster of 3 separate species, C9H16BCl4N2O in total.

Bonds (Å) are listed after each position.
Atoms and positions in Å:
1 C 0.31 2.02 0.77  B2 1.591, H10 1.105, H11 1.117, H12 1.125
2 B 1.54 2.32 -0.20  C1 1.591, O3 1.389, C4 1.632
3 O 2.51 1.35 -0.43  B2 1.389, H13 0.971
4 C 1.54 3.78 -0.92  B2 1.632, C5 1.430, N9 1.326
5 C 0.39 4.16 -1.68  C4 1.430, C6 1.424, H14 1.096
6 C 0.50 5.48 -2.21  C5 1.424, C7 1.432, H15 1.098
7 C 1.70 6.20 -1.92  C6 1.432, N8 1.317, H16 1.106
8 N 2.77 5.81 -1.25  C7 1.317, N9 1.318
9 N 2.58 4.59 -0.79  C4 1.326, N8 1.318, H17 1.023
10 H 0.58 1.41 1.64  C1 1.105
11 H -0.09 3.02 1.09  C1 1.117
12 H -0.51 1.56 0.16  C1 1.125
13 H 3.37 1.57 -0.04  O3 0.971
14 H -0.48 3.51 -1.83  C5 1.096
15 H -0.29 5.95 -2.81  C6 1.098
16 H 1.76 7.23 -2.30  C7 1.106
17 H 3.38 4.23 -0.25  N9 1.023
18 Cl -1.82 -0.93 2.95  C19 1.784
19 C -1.55 -2.10 1.63  Cl18 1.784, C20 1.507, H22 1.089, H23 1.089
20 C -0.81 -1.48 0.47  C19 1.507, Cl21 1.786, H24 1.090, H25 1.090
21 Cl -1.81 -0.28 -0.40  C20 1.786
22 H -2.51 -2.50 1.33  C19 1.089
23 H -0.96 -2.91 2.05  C19 1.089
24 H -0.55 -2.25 -0.25  C20 1.090
25 H 0.10 -0.99 0.79  C20 1.090
26 Cl 0.14 -5.24 1.36  C27 1.783
27 C -1.20 -6.41 1.27  Cl26 1.783, C28 1.509, H30 1.089, H31 1.090
28 C -1.76 -6.52 -0.13  C27 1.509, Cl29 1.784, H32 1.090, H33 1.088
29 Cl -2.61 -5.04 -0.64  C28 1.784
30 H -1.97 -6.10 1.98  C27 1.089
31 H -0.80 -7.37 1.59  C27 1.090
32 H -2.48 -7.34 -0.18  C28 1.090
33 H -0.97 -6.73 -0.86  C28 1.088

As for the net charge: +1. As for the multiplicity: 1.

How is the electron density shared among the atoms? According to Mulliken, the charges in e are:
1. C -0.6313
2. B 0.2571
3. O -0.4639
4. C 0.5094
5. C -0.1792
6. C -0.4178
7. C -0.1546
8. N -0.8921
9. N 0.5142
10. H 0.3071
11. H 0.3373
12. H -0.0030
13. H 0.3126
14. H 0.4320
15. H 0.3798
16. H 0.4168
17. H 0.2702
18. Cl -0.1954
19. C -0.1942
20. C -0.3356
21. Cl -0.2551
22. H 0.2747
23. H 0.0765
24. H 0.3287
25. H 0.2734
26. Cl -0.1856
27. C -0.4612
28. C -0.4328
29. Cl -0.1712
30. H 0.3195
31. H 0.3409
32. H 0.3127
33. H 0.3104


Record 3
DFT (the ωB97M-V functional and the def2-TZVPD basis) results for the molecule C19H23NO3.

Bonds (Å) are listed after each position.
Atoms and positions in Å:
1 C 4.52 4.88 0.12  H2 1.089, O3 1.406, H45 1.095, H46 1.095
2 H 4.95 5.71 -0.43  C1 1.089
3 O 4.65 3.76 -0.72  C1 1.406, C4 1.363
4 C 4.20 2.55 -0.28  O3 1.363, C5 1.390, C9 1.396
5 C 3.60 2.33 0.96  C4 1.390, C6 1.386, H44 1.079
6 C 3.18 1.05 1.30  C5 1.386, C7 1.387, H43 1.081
7 C 3.34 -0.02 0.43  C6 1.387, C8 1.392, C12 1.502
8 C 3.94 0.21 -0.80  C7 1.392, C9 1.378, H11 1.080
9 C 4.37 1.48 -1.15  C4 1.396, C8 1.378, H10 1.078
10 H 4.84 1.66 -2.10  C9 1.078
11 H 4.08 -0.61 -1.49  C8 1.080
12 C 2.82 -1.39 0.78  C7 1.502, H13 1.091, H14 1.091, C15 1.538
13 H 3.48 -2.16 0.39  C12 1.091
14 H 2.76 -1.50 1.87  C12 1.091
15 C 1.41 -1.59 0.19  C12 1.538, N16 1.442, H41 1.092, H42 1.096
16 N 0.49 -0.60 0.69  C15 1.442, C17 1.353, H40 1.008
17 C -0.54 -0.91 1.52  N16 1.353, O18 1.212, C19 1.521
18 O -0.81 -2.04 1.85  C17 1.212
19 C -1.33 0.31 1.98  C17 1.521, H20 1.090, H21 1.093, C22 1.538
20 H -2.06 -0.03 2.72  C19 1.090
21 H -0.66 1.03 2.45  C19 1.093
22 C -2.07 0.97 0.80  C19 1.538, C23 1.503, H38 1.092, H39 1.092
23 C -2.96 -0.03 0.12  C22 1.503, C24 1.385, C28 1.390
24 C -2.52 -0.76 -0.97  C23 1.385, C25 1.385, H37 1.081
25 C -3.31 -1.72 -1.57  C24 1.385, C26 1.389, H36 1.079
26 C -4.58 -1.98 -1.07  C25 1.389, C27 1.395, O31 1.364
27 C -5.04 -1.24 0.02  C26 1.395, C28 1.377, H30 1.079
28 C -4.24 -0.29 0.61  C23 1.390, C27 1.377, H29 1.081
29 H -4.61 0.26 1.46  C28 1.081
30 H -6.03 -1.45 0.40  C27 1.079
31 O -5.45 -2.90 -1.58  C26 1.364, C32 1.406
32 C -5.03 -3.70 -2.65  O31 1.406, H33 1.095, H34 1.089, H35 1.095
33 H -4.15 -4.29 -2.39  C32 1.095
34 H -5.86 -4.36 -2.87  C32 1.089
35 H -4.81 -3.09 -3.54  C32 1.095
36 H -2.92 -2.27 -2.41  C25 1.079
37 H -1.53 -0.58 -1.37  C24 1.081
38 H -1.35 1.37 0.09  C22 1.092
39 H -2.67 1.80 1.19  C22 1.092
40 H 0.72 0.36 0.53  N16 1.008
41 H 1.02 -2.56 0.47  C15 1.092
42 H 1.46 -1.51 -0.90  C15 1.096
43 H 2.72 0.89 2.26  C6 1.081
44 H 3.45 3.13 1.66  C5 1.079
45 H 5.07 4.74 1.06  C1 1.095
46 H 3.47 5.09 0.35  C1 1.095

The value obtained for the energy above the lowest of the compared OMol25 structures with the same formula, charge and spin is 102.80 kJ/mol. As for the multiplicity: 1. Its SMILES is COc1ccc(CCNC(=O)CCc2ccc(OC)cc2)cc1.

How is the electron density shared among the atoms? According to Mulliken, the charges in e are:
1. C -0.8255
2. H 0.2395
3. O -0.4534
4. C 0.8433
5. C -0.4302
6. C -0.5143
7. C 0.1011
8. C -0.2573
9. C -0.6892
10. H 0.4218
11. H 0.4068
12. C -1.0861
13. H 0.4462
14. H 0.3222
15. C -0.8393
16. N 0.1495
17. C 0.4387
18. O -0.6885
19. C -0.8403
20. H 0.4073
21. H 0.3752
22. C -1.2440
23. C 0.3061
24. C -0.3842
25. C -0.6025
26. C 0.8873
27. C -0.6923
28. C -0.2698
29. H 0.3926
30. H 0.4160
31. O -0.4582
32. C -0.8316
33. H 0.3392
34. H 0.2393
35. H 0.3256
36. H 0.3642
37. H 0.3306
38. H 0.4415
39. H 0.4361
40. H 0.2610
41. H 0.4231
42. H 0.3715
43. H 0.3705
44. H 0.3840
45. H 0.3337
46. H 0.3328


Record 4
DFT (the ωB97M-V functional and the def2-TZVPD basis) results for a cluster of 35 separate species, C9H86BrN4O36 in total.

Bonds (Å) are listed after each position.
Atoms and positions in Å:
1 C -4.05 0.02 -2.60  C2 1.518, H17 1.088, H18 1.089, H19 1.094
2 C -2.79 -0.82 -2.52  C1 1.518, N3 1.266, C4 1.506
3 N -1.88 -0.82 -3.41  C2 1.266, H20 1.020
4 C -2.65 -1.67 -1.28  C2 1.506, N5 1.484, H21 1.085, H22 1.093
5 N -1.26 -2.09 -0.99  C4 1.484, C6 1.381, H23 1.020
6 C -0.48 -1.23 -0.25  N5 1.381, N7 1.369, N15 1.320
7 N 0.56 -0.53 -0.80  C6 1.369, C8 1.486, H24 1.014
8 C 0.21 0.76 -1.46  N7 1.486, C9 1.536, H25 1.085, H26 1.091
9 C -0.14 1.90 -0.49  C8 1.536, C10 1.534, H27 1.091, H28 1.095
10 C 1.05 2.69 0.07  C9 1.534, C11 1.538, H29 1.089, H30 1.090
11 C 1.77 2.02 1.25  C10 1.538, O12 1.445, H31 1.085, H32 1.100
12 O 3.21 2.04 1.18  C11 1.445, C13 1.345
13 C 3.77 1.31 0.20  O12 1.345, O14 1.200, H33 1.108
14 O 4.50 1.79 -0.62  C13 1.200
15 N -0.65 -1.11 1.06  C6 1.320, Br16 1.844, H34 1.015
16 Br -1.94 -1.98 2.04  N15 1.844
17 H -4.58 -0.16 -3.53  C1 1.088
18 H -3.81 1.08 -2.49  C1 1.089
19 H -4.74 -0.24 -1.80  C1 1.094
20 H -2.17 -0.16 -4.13  N3 1.020
21 H -3.21 -2.58 -1.47  C4 1.085
22 H -3.15 -1.18 -0.45  C4 1.093
23 H -1.24 -3.02 -0.59  N5 1.020
24 H 1.30 -0.40 -0.11  N7 1.014
25 H -0.59 0.62 -2.18  C8 1.085
26 H 1.09 1.05 -2.05  C8 1.091
27 H -0.72 2.61 -1.08  C9 1.091
28 H -0.81 1.59 0.31  C9 1.095
29 H 0.68 3.64 0.43  C10 1.089
30 H 1.75 2.94 -0.73  C10 1.090
31 H 1.53 2.57 2.16  C11 1.085
32 H 1.46 0.98 1.43  C11 1.100
33 H 3.62 0.21 0.18  C13 1.108
34 H -0.03 -0.50 1.58  N15 1.015
35 O -2.52 0.29 4.49  H36 0.961, H37 0.970
36 H -2.23 -0.49 4.02  O35 0.961
37 H -3.24 -0.03 5.05  O35 0.970
38 O -0.95 0.80 -5.64  H39 0.964, H40 0.965
39 H -0.91 -0.16 -5.76  O38 0.964
40 H -0.11 1.10 -5.98  O38 0.965
41 O -1.41 -4.15 -3.67  H42 0.965, H43 0.964
42 H -0.84 -3.92 -4.41  O41 0.965
43 H -1.39 -3.38 -3.10  O41 0.964
44 O 7.44 0.79 -1.36  H45 0.966, H46 0.961
45 H 7.95 1.55 -1.04  O44 0.966
46 H 6.52 1.02 -1.21  O44 0.961
47 O 1.87 3.27 4.34  H48 0.968, H49 0.967
48 H 1.53 3.24 5.24  O47 0.968
49 H 2.78 3.58 4.44  O47 0.967
50 O 0.23 0.25 -8.24  H51 0.963, H52 0.963
51 H -0.54 0.56 -8.74  O50 0.963
52 H 0.84 -0.01 -8.93  O50 0.963
53 O 6.60 -0.10 1.99  H54 0.960, H55 0.968
54 H 5.85 0.16 1.45  O53 0.960
55 H 7.25 -0.42 1.35  O53 0.968
56 O -0.43 4.04 6.55  H57 0.963, H58 0.961
57 H -0.46 4.75 5.90  O56 0.963
58 H -1.34 3.93 6.82  O56 0.961
59 O -2.41 -0.07 7.55  H60 0.968, H61 0.962
60 H -1.90 0.05 6.74  O59 0.968
61 H -2.11 0.65 8.12  O59 0.962
62 O -3.46 0.33 -7.16  H63 0.961, H64 0.965
63 H -3.80 0.25 -6.27  O62 0.961
64 H -2.56 0.65 -7.02  O62 0.965
65 O -2.42 2.91 2.81  H66 0.964, H67 0.968
66 H -3.17 2.88 2.22  O65 0.964
67 H -2.45 2.08 3.31  O65 0.968
68 O 2.14 -1.58 -6.14  H69 0.964, H70 0.962
69 H 1.38 -1.26 -6.64  O68 0.964
70 H 2.77 -1.85 -6.81  O68 0.962
71 O 8.80 3.18 -2.32  H72 0.961, H73 0.962
72 H 8.16 3.50 -2.96  O71 0.961
73 H 9.48 2.77 -2.86  O71 0.962
74 O 3.56 3.98 -2.77  H75 0.962, H76 0.962
75 H 3.62 3.42 -1.99  O74 0.962
76 H 4.37 4.50 -2.74  O74 0.962
77 O 4.40 1.28 5.12  H78 0.965, H79 0.964
78 H 3.60 1.60 4.69  O77 0.965
79 H 4.97 0.99 4.40  O77 0.964
80 O -4.09 2.60 -5.31  H81 0.970, H82 0.961
81 H -4.87 2.40 -5.86  O80 0.970
82 H -3.82 3.48 -5.59  O80 0.961
83 O 0.87 -5.12 -2.21  H84 0.977, H85 0.963
84 H 0.04 -5.10 -2.73  O83 0.977
85 H 1.27 -4.27 -2.41  O83 0.963
86 O -3.40 2.95 -0.31  H87 0.963, H88 0.963
87 H -4.23 2.89 -0.80  O86 0.963
88 H -3.03 3.79 -0.59  O86 0.963
89 O -6.11 0.73 -6.05  H90 0.962, H91 0.961
90 H -5.69 -0.01 -6.50  O89 0.962
91 H -6.81 0.31 -5.54  O89 0.961
92 O -3.31 -4.79 0.19  H93 0.963, H94 0.965
93 H -2.92 -4.35 0.96  O92 0.963
94 H -2.73 -5.54 0.01  O92 0.965
95 O 4.67 4.14 3.42  H96 0.962, H97 0.963
96 H 4.70 3.18 3.31  O95 0.962
97 H 5.50 4.45 3.04  O95 0.963
98 O -4.71 -1.86 8.56  H99 0.963, H100 0.967
99 H -4.51 -2.58 9.17  O98 0.963
100 H -3.85 -1.45 8.39  O98 0.967
101 O -5.02 -1.05 5.55  H102 0.966, H103 0.963
102 H -4.82 -1.46 6.40  O101 0.966
103 H -5.74 -0.44 5.75  O101 0.963
104 O -7.03 -1.90 -5.77  H105 0.963, H106 0.963
105 H -7.74 -2.05 -6.41  O104 0.963
106 H -6.97 -2.74 -5.30  O104 0.963
107 O 3.31 -5.14 -0.19  H108 0.966, H109 0.962
108 H 2.55 -5.08 -0.79  O107 0.966
109 H 3.26 -6.03 0.17  O107 0.962
110 O -5.29 -3.38 -1.65  H111 0.968, H112 0.962
111 H -4.66 -3.82 -1.07  O110 0.968
112 H -6.14 -3.53 -1.23  O110 0.962
113 O -0.11 0.61 -11.12  H114 0.962, H115 0.963
114 H -0.85 0.41 -11.70  O113 0.962
115 H 0.20 1.47 -11.43  O113 0.963
116 O -1.25 -2.24 6.05  H117 0.962, H118 0.963
117 H -0.66 -2.83 6.54  O116 0.962
118 H -2.03 -2.19 6.60  O116 0.963
119 O 0.53 -4.13 0.72  H120 0.964, H121 0.957
120 H 0.26 -4.59 1.53  O119 0.964
121 H 0.29 -3.22 0.88  O119 0.957
122 O -7.46 -2.07 7.31  H123 0.964, H124 0.961
123 H -6.94 -1.62 7.98  O122 0.964
124 H -6.98 -2.88 7.15  O122 0.961
125 O 3.59 1.03 8.13  H126 0.965, H127 0.962
126 H 4.19 1.18 7.40  O125 0.965
127 H 3.63 1.84 8.65  O125 0.962
128 O 4.30 5.78 6.32  H129 0.962, H130 0.963
129 H 3.51 6.11 5.89  O128 0.962
130 H 4.87 5.51 5.58  O128 0.963
131 O 8.98 1.71 1.73  H132 0.961, H133 0.965
132 H 9.27 1.79 2.64  O131 0.961
133 H 8.12 1.26 1.78  O131 0.965
134 O 5.09 -7.06 -2.57  H135 0.962, H136 0.962
135 H 5.53 -6.52 -1.91  O134 0.962
136 H 4.16 -6.83 -2.47  O134 0.962

As for the net charge: +1. As for the multiplicity: 1.

Mulliken population analysis, charges in e, atoms 1 to 99:
1. C -1.3042
2. C 0.5136
3. N -0.3954
4. C -0.1955
5. N 0.5862
6. C -1.5764
7. N 0.4313
8. C -0.0443
9. C -0.3967
10. C -0.7602
11. C -0.0101
12. O -0.1995
13. C -0.1240
14. O -0.5935
15. N 0.0681
16. Br 0.1571
17. H 0.1791
18. H 0.2882
19. H 0.4514
20. H 0.2302
21. H 0.0472
22. H 0.6707
23. H 0.5758
24. H 0.1550
25. H -0.4482
26. H 0.6773
27. H 0.4276
28. H 0.3149
29. H 0.4140
30. H 0.1489
31. H 0.2236
32. H -0.0165
33. H 0.6261
34. H 0.1636
35. O -0.5922
36. H 0.1459
37. H 0.3227
38. O -0.6641
39. H 0.3485
40. H 0.2535
41. O -0.7861
42. H 0.2660
43. H 0.2975
44. O -0.6182
45. H 0.3287
46. H 0.3050
47. O -0.5870
48. H 0.3271
49. H 0.2775
50. O -0.5692
51. H 0.3204
52. H 0.2846
53. O -0.7141
54. H 0.3589
55. H 0.3172
56. O -0.5904
57. H 0.3128
58. H 0.2903
59. O -0.5999
60. H 0.3400
61. H 0.2513
62. O -0.6702
63. H 0.2639
64. H 0.4050
65. O -0.5848
66. H 0.2914
67. H 0.3152
68. O -0.6282
69. H 0.3141
70. H 0.3039
71. O -0.6342
72. H 0.3142
73. H 0.3211
74. O -0.6412
75. H 0.3494
76. H 0.2948
77. O -0.6039
78. H 0.3364
79. H 0.2963
80. O -0.5334
81. H 0.3219
82. H 0.2607
83. O -0.6319
84. H 0.3178
85. H 0.2930
86. O -0.5748
87. H 0.2749
88. H 0.3158
89. O -0.5875
90. H 0.3033
91. H 0.2802
92. O -0.6121
93. H 0.2396
94. H 0.3149
95. O -0.6069
96. H 0.2259
97. H 0.2949
98. O -0.6104
99. H 0.3241


Table of max |F| (eV/A), in record order: 3.2; 3.0; 0.5; 1.0
Table of Kohn-Sham gap (Ha), in record order: 0.3660; 0.2728; 0.3246; 0.2949
Table of calculated total energy (Eh), in record order: -4081.7365; -2402.6767; -1018.2863; -5895.8619